Computed, not measured: a structure of composition C11H16ClIrO5P, with wB97M-V/def2-TZVPD.

As for the multiplicity: 6. The lowest unoccupied orbital energy (alpha / beta) comes out at -6.60 / -11.85 eV. Its expectation value of S² is 8.776. The net charge is +2. The HOMO energy (alpha / beta) comes out at -14.532 / -17.028 eV. Its gap between HOMO and LUMO (alpha / beta) is 7.9 / 5.2 eV.

Positions of all 35 atoms, in Å:
Cl1 4.759 1.026 -3.232
C1 2.523 0.852 1.360
C2 1.152 1.272 1.590
C3 0.847 2.294 0.588
H1 0.517 1.020 2.427
C4 2.109 2.565 -0.129
C5 3.101 1.727 0.410
H2 4.149 1.848 0.161
H3 3.038 0.120 1.985
H4 -0.029 2.928 0.569
C6 2.309 3.635 -1.125
Ir1 0.680 0.312 -0.406
C7 0.001 0.499 -2.150
O1 -0.389 0.543 -3.233
C8 1.484 -1.411 -0.720
O2 1.853 -2.483 -0.931
H5 1.371 3.861 -1.638
H6 3.069 3.301 -1.839
H7 2.665 4.564 -0.663
C9 -3.641 0.412 0.922
O3 -2.427 -0.368 1.212
P1 -1.220 -0.854 0.259
O4 -0.535 -2.058 1.099
C10 -1.122 -3.205 1.755
O5 -1.929 -1.419 -1.039
C11 -2.140 -2.830 -1.334
H8 -3.808 0.586 -0.155
H9 -3.531 1.372 1.445
H10 -4.521 -0.107 1.333
H11 -0.849 -4.085 1.158
H12 -0.664 -3.288 2.748
H13 -2.214 -3.119 1.845
H14 -1.170 -3.356 -1.436
H15 -2.759 -3.296 -0.544
H16 -2.680 -2.856 -2.292

Cartesian forces, eV/Å:
Cl 0.0 0.0 0.1
C 0.0 0.3 1.0
C 1.7 1.4 -0.6
C 1.1 0.2 -0.5
H 0.0 -0.3 -0.1
C -2.4 2.0 0.7
C 1.1 -0.9 1.1
H 0.0 -0.3 0.1
H -0.1 0.2 -0.4
H 0.1 0.0 0.1
C -0.1 -0.5 -0.2
Ir -0.5 -1.7 1.4
C -2.0 2.4 -6.3
O 0.9 -0.6 2.9
C 2.5 -4.9 -0.4
O -1.1 3.1 0.4
H 0.2 0.1 0.0
H -0.1 0.3 -0.1
H 0.0 -0.1 0.1
C -0.2 0.5 -0.1
O 1.0 -0.3 -0.8
P -2.8 -2.0 2.5
O -0.4 1.7 -1.1
C -0.3 -0.6 0.3
O 0.6 0.3 0.2
C -0.2 -0.7 -0.2
H 0.4 -0.3 0.4
H 0.0 -0.4 -0.2
H 0.6 -0.1 -0.1
H -0.2 0.3 0.2
H -0.2 0.1 -0.3
H 0.4 0.1 0.0
H -0.5 0.4 0.1
H 0.4 0.3 -0.4
H 0.3 0.0 0.5